Entry 1:
The following is a quantum chemistry calculation of C22H35MnNO2P2S2 as an isolated structure, from the OMol25 dataset.

Calculated values
* HOMO-LUMO gap (spin up / spin down): 3.35 / 4.90 eV
* E_tot: -3694.26059 Eh
* largest force on an atom: 4.9 eV/A
* charge: 0
* ΔE to the lowest compared entry with this formula, charge and spin: 399.93 kJ/mol
* spin multiplicity: 6
* LUMO level (spin up / spin down): -0.388 / -0.357 eV

```
65
C22H35MnNO2P2S2 (ωB97M-V/def2-TZVPD)
P -1.97303 1.11528 0.28533
P 1.32390 -1.53406 1.06932
C -0.82685 -0.09217 -0.54239
C -0.37660 -1.32491 0.23560
H 0.04343 0.48237 -0.98162
H -1.42176 -0.48672 -1.39208
H -1.03550 -1.57120 1.07750
H -0.34128 -2.21816 -0.40286
C 2.55136 -1.49086 -0.28983
H 3.51654 -1.77341 0.14818
H 2.64687 -0.50225 -0.75599
H 2.27659 -2.20384 -1.06814
C 1.38318 -3.25009 1.59741
H 2.14941 -3.75030 0.99319
H 0.40359 -3.68180 1.35974
H 1.59234 -3.32297 2.67135
C -1.62670 2.65547 -0.62519
H -1.95686 3.51051 -0.01756
H -2.15177 2.67311 -1.59466
H -0.54918 2.74027 -0.83268
C -3.69539 0.76146 -0.11021
H -3.86117 -0.31817 -0.18737
H -3.98093 1.21542 -1.06801
H -4.34269 1.17243 0.67544
Mn 0.34385 0.47152 -3.17746
C 0.42420 -1.42224 -3.60760
C 1.63247 -0.71976 -3.99812
C 1.68883 0.27210 -5.12888
C 0.47510 1.25028 -5.40657
C -0.53674 1.62412 -4.35584
C -1.50255 0.71426 -3.75001
C -1.88863 -0.58608 -4.43211
C -0.73537 -1.59243 -4.57734
C -1.63268 1.35317 2.02440
H 0.44047 -2.08422 -2.72596
H 2.59225 -0.85862 -3.46555
H 1.87551 -0.27691 -6.07554
H 2.59430 0.90165 -5.04771
H 0.97651 2.21305 -5.63940
H -0.04961 0.94369 -6.33723
H -0.52815 2.69394 -4.08374
H -2.20090 1.11811 -2.99176
H -2.30912 -0.35364 -5.42522
H -2.73349 -1.03697 -3.88984
H -1.17683 -2.58643 -4.42352
H -0.38450 -1.64026 -5.62141
H -1.42998 0.40532 2.53471
H -2.47925 1.83908 2.54232
H -0.74694 1.99403 2.14135
O 0.20623 -2.72732 5.11810
S -0.20954 -1.41453 4.68885
O -1.62238 -1.11623 4.60032
N 0.51540 -1.06190 3.18627
C 1.36315 -0.04037 3.26867
S 2.27556 0.24443 1.83056
C 1.43092 0.61518 4.55378
C 2.16785 1.73658 4.96238
C 2.11211 2.11380 6.31026
C 1.33937 1.38475 7.23137
C 0.58688 0.27487 6.81351
C 0.65856 -0.09582 5.47741
H 2.75969 2.26936 4.21747
H 2.68326 2.98348 6.64611
H 1.31914 1.68549 8.27725
H -0.04246 -0.29399 7.49128
```

---

Entry 2:
The following is a quantum chemistry calculation of a 6-piece molecular cluster, C22H35N9O10S overall, from the OMol25 dataset.

Calculated values
* HOMO-LUMO gap: 7.61 eV
* E_tot: -2502.13387 Eh
* largest force on an atom: 3.1 eV/A
* charge: 0
* ΔE to the lowest compared entry with this formula, charge and spin: 272.40 kJ/mol
* LUMO level: -0.234 eV

```
77
C22H35N9O10S (ωB97M-V/def2-TZVPD)
H -0.55500 0.24853 4.14851
N -0.92955 -0.41223 3.46042
C -0.61627 -1.62349 3.78248
N -1.10161 -2.67636 2.91527
N 0.13984 -1.85594 4.97928
C 1.50016 -2.38760 4.72893
C 2.33137 -1.62998 3.61977
C 3.79427 -1.21764 4.11818
C 4.92967 -1.58708 3.08950
C 4.57516 -1.32920 1.59535
C 5.06106 -2.32741 0.62444
C 4.74926 -2.20500 -0.78739
C 3.93267 -1.07349 -1.25354
C 3.48389 -0.06034 -0.28297
C 3.80040 -0.18989 1.13399
S 2.49906 1.32675 -0.96194
C 1.56695 0.46821 -2.28691
C 0.19767 0.86896 -2.58771
C -0.50700 0.11808 -3.63034
C 0.18985 -0.95233 -4.32290
C 1.55847 -1.35544 -4.01485
C 2.27495 -0.61486 -2.95713
N 3.62564 -1.04433 -2.66934
H -0.51599 -2.66704 2.07272
H -2.01027 -2.33318 2.57995
H 0.13233 -1.06141 5.61222
H 1.43969 -3.49429 4.53928
H 2.05943 -2.29197 5.70537
H 2.38291 -2.32298 2.73041
H 1.86155 -0.68303 3.25424
H 4.00923 -1.80453 5.05650
H 3.82956 -0.12094 4.37653
H 5.09988 -2.69967 3.18480
H 5.91722 -1.12621 3.38240
H 5.66065 -3.19596 0.97438
H 5.11481 -2.96301 -1.51676
H 3.43499 0.59732 1.82663
H -0.33361 1.69864 -2.03648
H -1.55720 0.39923 -3.85321
H -0.32723 -1.50838 -5.13551
H 2.06991 -2.19645 -4.52943
H 4.32537 -0.53756 -3.21237
C -1.64086 -2.68839 7.69235
N -1.76530 -2.39638 9.14624
O -0.74007 -2.17204 9.76261
O -2.88750 -2.40320 9.61416
H -0.59260 -2.64880 7.41553
H -2.04680 -3.68281 7.52146
H -2.21013 -1.93240 7.15609
C -3.23924 4.60050 -2.69419
N -2.07063 3.84236 -2.17791
O -1.03550 4.44916 -2.00434
O -2.24050 2.65078 -1.96468
H -2.95019 5.63743 -2.83891
H -3.53127 4.14606 -3.63814
H -4.03313 4.52026 -1.95549
C 4.46726 -1.13054 -6.57288
N 5.20437 -1.93656 -5.56248
O 5.60270 -1.35979 -4.56696
O 5.35538 -3.11650 -5.80521
H 4.40880 -0.10295 -6.22529
H 5.02066 -1.19162 -7.50734
H 3.47351 -1.56083 -6.67412
C -5.05451 0.77525 -2.40798
N -5.43709 1.85835 -3.35318
O -5.75297 2.93502 -2.87554
O -5.40651 1.59231 -4.53734
H -5.12780 1.15549 -1.39336
H -5.74398 -0.05204 -2.56216
H -4.03196 0.48543 -2.63843
C -8.32323 5.34973 -2.61784
N -7.28934 6.03830 -1.80028
O -6.76378 7.02695 -2.27680
O -7.04292 5.55961 -0.71002
H -8.43791 5.88148 -3.55795
H -7.97867 4.33229 -2.78999
H -9.25244 5.36161 -2.05244
```

---

Entry 3:
The following is a quantum chemistry calculation of C22H35O3Yb as an isolated structure, from the OMol25 dataset.

Calculated values
* HOMO-LUMO gap (spin up / spin down): 7.75 / 7.77 eV
* E_tot: -2243.67050 Eh
* largest force on an atom: 2.1 eV/A
* charge: 0
* ΔE to the lowest compared entry with this formula, charge and spin: 75.33 kJ/mol
* spin multiplicity: 2
* LUMO level (spin up / spin down): 0.369 / 0.369 eV

```
61
C22H35O3Yb (ωB97M-V/def2-TZVPD)
O 0.16570 -0.98711 -0.22541
C 0.41154 -0.30540 -1.52313
C 0.79514 -1.64369 -2.17193
H 1.24100 0.39507 -1.39771
H -0.49967 0.19146 -1.90622
C 0.70185 -2.24965 -0.75878
H 1.79661 -1.70174 -2.59481
H 0.07257 -2.04743 -2.89810
C 2.05900 -2.50540 -0.13238
H 2.77084 -1.70180 -0.40846
H 2.43431 -3.46700 -0.50592
H 1.98547 -2.56486 0.96428
C -0.28102 -3.40220 -0.66923
H -1.20611 -3.16069 -1.20699
H -0.52355 -3.62568 0.37925
H 0.18293 -4.28954 -1.12028
Yb -1.42045 0.09041 1.04854
C -3.90225 -0.90598 1.11106
C -4.01036 0.47628 0.81534
C -3.48382 0.69218 -0.49247
H -4.44010 1.22333 1.48537
C -3.03914 -0.56927 -0.99976
C -3.30693 -1.55917 -0.00374
H -3.13566 -2.62788 -0.07508
H -4.22885 -1.39018 2.02563
H -3.45203 1.65542 -1.00751
H -2.61095 -0.77360 -1.97703
C -1.62248 -0.66547 3.57453
C -1.44073 -1.91921 2.92047
C -0.11343 -1.98236 2.44449
H -2.18535 -2.70561 2.80870
C 0.53160 -0.74901 2.74249
C -0.39309 0.05663 3.47627
H -0.19433 1.03502 3.90936
H -2.53731 -0.32773 4.05659
H 0.33534 -2.87179 2.00951
H 1.56043 -0.47825 2.48093
O 2.94998 0.17813 -2.49891
C 3.68470 -0.60533 -3.48235
C 4.51883 0.33848 -4.35938
H 2.94640 -1.13944 -4.10626
H 4.33055 -1.36073 -2.98506
C 4.01246 1.76668 -4.02420
H 4.36332 0.09906 -5.41063
H 5.57016 0.18181 -4.10141
C 2.99093 1.57038 -2.86752
H 3.52733 2.22526 -4.89430
H 4.83589 2.43184 -3.74976
H 1.96494 1.84252 -3.19314
H 3.22447 2.15810 -1.95639
C -2.83858 3.14538 3.22505
C -1.66704 3.31692 2.27286
C -0.40013 3.81754 2.97388
O -1.40394 2.15357 1.54873
H -2.68182 2.25713 3.85159
H -3.78698 3.01632 2.68118
H -2.91188 4.03075 3.87195
H -1.97118 4.10935 1.55960
H -0.00693 3.06281 3.65609
H 0.39359 4.05668 2.25608
H -0.66182 4.70871 3.55444
```

---

Entry 4:
The following is a quantum chemistry calculation of C22H36BN11O4SeZn as an isolated structure, from the OMol25 dataset.

Calculated values
* HOMO-LUMO gap (spin up / spin down): 9.69 / 5.63 eV
* E_tot: -5968.62747 Eh
* largest force on an atom: 1.6 eV/A
* charge: +1
* ΔE to the lowest compared entry with this formula, charge and spin: 107.20 kJ/mol
* spin multiplicity: 2
* LUMO level (spin up / spin down): -2.065 / -6.118 eV

```
76
C22H36BN11O4SeZn (ωB97M-V/def2-TZVPD)
Zn -0.86702 0.31798 1.11852
C 3.92178 0.05738 -0.52697
C 2.76983 0.06047 -1.48557
C 2.85151 0.00418 -2.89488
C 1.55820 0.06483 -3.32647
N 0.75818 0.13547 -2.22445
N 1.51866 0.14902 -1.08311
B -0.66358 0.67985 -2.11037
N -0.69771 1.98795 -1.26308
C -0.65793 3.25373 -1.71194
C -0.61743 4.11012 -0.63603
C -0.61484 3.27824 0.48713
C -0.59314 3.64964 1.93819
N -0.63716 2.00645 0.10149
N -1.70663 -0.36646 -1.46616
C -2.13936 -1.56544 -2.09842
C -3.36715 -1.83454 -1.65628
C -3.67029 -0.75659 -0.73148
C -4.91541 -0.49213 -0.01113
N -2.60911 0.09696 -0.63792
N -1.39938 0.91287 -3.41759
C -2.51149 1.70294 -3.57024
C -3.06733 1.39716 -4.76938
C -2.24290 0.36022 -5.30764
C -2.40917 -0.35996 -6.60702
N -1.26107 0.05975 -4.48627
H 4.79734 0.48693 -1.01174
H 4.18802 -0.95471 -0.21020
H 3.70227 0.65250 0.36109
H 3.74446 -0.07181 -3.49826
H 1.13939 0.04688 -4.31779
H -0.66408 3.46824 -2.76979
H -0.59469 5.18925 -0.65354
H -1.05153 4.62551 2.08570
H 0.43220 3.71002 2.31357
H -1.15351 2.92555 2.53565
H -1.49757 -2.07477 -2.80091
H -4.00591 -2.66377 -1.91550
H -5.75376 -1.00320 -0.48034
H -5.09252 0.58053 0.06182
H -4.81258 -0.88642 1.00808
H -2.81270 2.40936 -2.81048
H -3.94231 1.83934 -5.22341
H -2.94924 0.25429 -7.32509
H -2.97507 -1.28252 -6.46378
H -1.44039 -0.62846 -7.02437
N 1.07576 -2.79972 2.79764
C 2.17134 -2.39751 3.75066
C 1.80120 -1.11666 4.50454
C 1.88876 0.18822 3.71069
N 0.61713 0.49172 2.99656
C 3.11164 0.22893 2.79070
C 3.40967 -1.04576 2.00644
N 2.38121 -1.29821 0.97796
C 3.47342 -2.23556 2.96756
H 0.12205 -2.59164 3.16639
H 1.13068 -3.78553 2.55588
H 1.20463 -2.24144 1.92700
H 2.27239 -3.19599 4.48222
H 2.50578 -1.03293 5.33372
H 0.80524 -1.22290 4.94384
H 2.04291 0.97936 4.44590
H 0.54294 1.50386 2.97826
H -0.15733 0.19306 3.59033
H 3.98524 0.43181 3.41547
H 3.00651 1.07110 2.10051
H 4.39565 -0.92161 1.55309
H 2.74260 -1.90187 0.24920
H 2.06417 -0.44558 0.53062
H 4.28739 -2.07622 3.67780
H 3.70124 -3.15563 2.41727
O -2.31446 0.18367 2.53068
Se -2.18222 -1.48975 2.56403
O -3.56079 -2.25139 2.23813
O -1.02345 -1.66471 1.33416
O -1.48921 -1.93392 3.97912
```

---

Q: Which of these has the lowest E_tot?
A: C22H36BN11O4SeZn